1.
DFT (ωB97M-V/def2-TZVPD) results for a structure of composition C8H15NOS in a non-equilibrium geometry.

Positions of all 26 atoms, in Å:
C (-0.763, 1.510, -1.674)
C (-1.253, 0.740, -0.701)
C (1.673, -1.747, 0.075)
C (0.161, -1.512, 0.083)
C (2.488, -0.750, -0.833)
C (-0.458, 0.329, 0.535)
C (-2.677, 0.547, -0.643)
C (-1.016, 0.378, 1.953)
N (2.249, 0.637, -0.573)
O (1.262, 2.487, 0.686)
S (1.267, 1.093, 0.543)
H (-1.453, 1.712, -2.452)
H (0.294, 1.744, -1.685)
H (2.197, -1.507, 1.054)
H (1.999, -2.614, -0.505)
H (-0.449, -1.938, -0.724)
H (-0.183, -2.100, 0.941)
H (3.547, -1.041, -0.989)
H (2.156, -0.909, -1.905)
H (-3.127, 1.000, 0.239)
H (-3.274, 0.933, -1.454)
H (-2.968, -0.574, -0.535)
H (-1.151, -0.582, 2.430)
H (-2.067, 0.876, 1.921)
H (-0.282, 0.905, 2.517)
H (1.824, 0.385, 1.693)

HOMO energy	-0.3072	Eh
LUMO	0.56	eV
DFT total energy	-22906.2663	eV
relative energy (zero: lowest compared OMol25 entry of this formula, charge and spin)	6.343	eV
orbital gap	8.9	eV
molar mass	173.281	u

=====

2.
DFT (ωB97M-V/def2-TZVPD) results for a structure of composition C8H15NOS in a non-equilibrium geometry.

Positions of all 26 atoms, in Å:
C (-0.578, 0.739, 2.579)
C (-0.140, -0.817, -1.654)
C (0.236, -2.314, -1.860)
C (0.593, -0.228, -0.505)
C (0.162, -2.856, -3.069)
C (0.653, 0.934, 1.693)
C (1.985, 0.169, 2.215)
C (0.874, 2.324, 1.127)
N (0.013, 0.149, 0.607)
O (-4.130, 0.903, -1.028)
S (-1.509, 0.201, 1.160)
H (-1.148, 1.615, 2.944)
H (0.013, -0.122, -2.566)
H (-1.298, -0.862, -1.465)
H (0.690, -2.891, -1.060)
H (-4.122, 0.170, -0.426)
H (-3.270, 1.352, -0.908)
H (1.579, 0.093, -0.545)
H (-0.295, -2.393, -3.965)
H (0.491, -3.921, -3.263)
H (2.303, -0.475, 1.435)
H (1.598, -0.661, 2.896)
H (2.791, 0.757, 2.526)
H (0.796, 2.937, 1.996)
H (-0.015, 2.657, 0.580)
H (1.726, 2.541, 0.557)

HOMO energy (alpha / beta)	-0.2250 / -0.2251	Eh
LUMO (alpha / beta)	-0.16 / -0.15	eV
DFT total energy	-22906.0743	eV
relative energy (zero: lowest compared OMol25 entry of this formula, charge and spin)	6.535	eV
orbital gap (alpha / beta)	6.0 / 6.0	eV
molar mass	173.281	u

=====

3.
DFT (ωB97M-V/def2-TZVPD) results for the molecule C8H15NSi in a non-equilibrium geometry.

Positions of all 25 atoms, in Å:
H (0.377, 2.241, -0.590)
N (1.081, 2.920, -0.606)
C (1.383, 3.291, 0.568)
C (0.932, 2.829, 1.873)
C (0.538, 1.520, 2.102)
C (0.395, 0.526, 1.084)
C (-0.581, -0.363, 0.948)
Si (-0.491, -1.441, -0.635)
C (-2.123, -2.483, -0.478)
C (1.213, -2.253, -0.693)
C (-0.809, -0.223, -2.067)
H (2.067, 4.105, 0.659)
H (1.029, 3.581, 2.634)
H (0.312, 1.254, 3.042)
H (1.214, 0.482, 0.392)
H (-1.314, -0.483, 1.717)
H (-2.426, -3.239, -1.131)
H (-2.017, -2.994, 0.519)
H (-3.070, -1.915, -0.370)
H (1.409, -2.373, 0.424)
H (1.379, -3.254, -1.068)
H (1.892, -1.490, -1.084)
H (-0.886, 0.753, -1.818)
H (0.122, -0.365, -2.694)
H (-1.626, -0.626, -2.729)

HOMO energy	-0.3279	Eh
LUMO	0.17	eV
DFT total energy	-17905.0407	eV
relative energy (zero: lowest compared OMol25 entry of this formula, charge and spin)	2.311	eV
structure (SMILES)	[H]\N=C/C=C\C=C\[Si](C)(C)C
orbital gap	9.1	eV
molar mass	153.301	u

=====

4.
DFT (ωB97M-V/def2-TZVPD) results for the ion C8H15O3S with charge -1 in a non-equilibrium geometry.

Positions of all 27 atoms, in Å:
C (-3.361, 0.791, 0.574)
S (-2.382, -0.144, 1.800)
C (-1.057, -0.784, 0.722)
C (-1.384, -1.250, -0.779)
O (-1.928, -0.393, -1.525)
O (-1.006, -2.382, -1.101)
C (0.009, 0.425, 0.617)
O (0.436, 0.730, 1.912)
C (1.237, 0.086, -0.206)
C (2.429, 1.056, 0.166)
C (1.780, -1.381, -0.025)
C (0.982, 0.183, -1.657)
H (-4.397, 0.395, 0.641)
H (-3.063, 0.316, -0.449)
H (-3.279, 1.872, 0.730)
H (-0.627, -1.556, 1.360)
H (-0.638, 1.265, 0.198)
H (-0.220, 0.810, 2.663)
H (2.462, 1.282, 1.190)
H (3.283, 0.675, -0.205)
H (2.280, 2.190, -0.231)
H (0.856, -1.991, -0.259)
H (2.561, -1.569, -0.684)
H (2.260, -1.393, 0.889)
H (0.686, -0.718, -2.185)
H (0.179, 0.925, -1.930)
H (1.901, 0.561, -2.227)

HOMO energy	-0.1667	Eh
LUMO	3.18	eV
DFT total energy	-25517.3274	eV
relative energy (zero: lowest compared OMol25 entry of this formula, charge and spin)	0.000	eV
structure (SMILES)	CS[C@@H](C(=O)[O-])[C@@H](O)C(C)(C)C
orbital gap	7.7	eV
total charge	-1
molar mass	191.272	u

=====

5.
DFT (ωB97M-V/def2-TZVPD) results for a structure of composition C8H16BF4N2O5Tc.

Positions of all 37 atoms, in Å:
Tc (-0.134, 0.231, 0.172)
N (0.902, 0.082, -1.766)
C (0.042, -0.692, -2.710)
C (-1.357, -0.926, -2.162)
O (-2.239, -1.416, -2.807)
N (-1.524, -0.494, -0.838)
C (-2.846, -0.493, -0.219)
C (-2.671, -0.265, 1.278)
O (-3.528, -0.390, 2.092)
O (-1.390, 0.082, 1.626)
H (1.844, -0.294, -1.779)
H (0.976, 1.050, -2.070)
H (-0.050, -0.178, -3.664)
H (0.497, -1.663, -2.903)
H (-3.460, 0.315, -0.625)
H (-3.371, -1.430, -0.409)
C (-0.235, -2.624, 1.400)
O (0.665, -1.629, 0.828)
C (1.880, -1.432, 1.603)
C (1.675, -0.268, 2.528)
O (1.347, 0.843, 1.678)
C (0.998, 2.032, 2.446)
H (0.316, -3.559, 1.471)
H (-1.063, -2.727, 0.705)
H (-0.594, -2.287, 2.371)
H (2.671, -1.233, 0.882)
H (2.107, -2.351, 2.141)
H (2.587, -0.045, 3.085)
H (0.848, -0.434, 3.224)
H (1.833, 2.259, 3.107)
H (0.085, 1.834, 3.007)
H (0.851, 2.833, 1.731)
F (-2.134, 4.011, -1.000)
B (-1.911, 3.755, 0.271)
F (-0.308, 2.028, -0.293)
F (-2.664, 2.877, 0.909)
F (-0.992, 4.430, 0.935)

HOMO energy (alpha / beta)	-0.4795 / -0.4714	Eh
LUMO (alpha / beta)	-5.56 / -5.12	eV
spin multiplicity	2
<S²>	1.12
DFT total energy	-35517.5695	eV
relative energy (zero: lowest compared OMol25 entry of this formula, charge and spin)	0.253	eV
orbital gap (alpha / beta)	7.5 / 7.7	eV
total charge	+1
molar mass	405.029	u

=====

6.
DFT (ωB97M-V/def2-TZVPD) results for a cluster of 4 separate species, C8H16Br8 in total in a non-equilibrium geometry.

Positions of all 32 atoms, in Å:
Br (16.889, 11.165, 1.581)
C (17.884, 12.534, 2.595)
C (16.948, 13.041, 3.669)
Br (17.791, 13.935, 5.260)
H (18.262, 13.330, 1.953)
H (18.814, 12.115, 2.980)
H (16.477, 12.128, 4.033)
H (16.176, 13.728, 3.321)
Br (31.134, 20.251, -8.273)
C (31.366, 22.093, -7.506)
C (31.076, 21.959, -6.003)
Br (31.387, 23.769, -5.043)
H (30.713, 22.778, -8.048)
H (32.376, 22.462, -7.687)
H (31.741, 21.157, -5.682)
H (30.074, 21.584, -5.796)
Br (27.119, 11.220, -8.293)
C (28.146, 12.618, -7.333)
C (27.377, 13.940, -7.128)
Br (28.219, 14.897, -5.721)
H (29.094, 12.704, -7.864)
H (28.359, 12.167, -6.364)
H (26.381, 13.583, -6.866)
H (27.481, 14.627, -7.968)
Br (25.130, 20.875, -1.802)
C (23.743, 19.584, -1.063)
C (24.510, 18.353, -0.663)
Br (23.328, 17.089, 0.192)
H (22.940, 19.477, -1.793)
H (23.282, 20.082, -0.210)
H (25.176, 18.722, 0.118)
H (25.034, 17.848, -1.475)

HOMO energy	-0.3836	Eh
LUMO	0.21	eV
DFT total energy	-568894.8874	eV
relative energy (zero: lowest compared OMol25 entry of this formula, charge and spin)	1.299	eV
structure (SMILES)	BrCCBr.BrCCBr.BrCCBr.BrCCBr
orbital gap	10.6	eV
molar mass	751.448	u

=====

7.
DFT (ωB97M-V/def2-TZVPD) results for a cluster of 6 separate species, C8H16Br8N2O6 in total in a non-equilibrium geometry.

Positions of all 40 atoms, in Å:
N (-1.497, -0.391, -0.289)
O (-2.358, 0.404, -0.652)
O (-0.356, -0.043, -0.224)
O (-1.912, -1.497, 0.088)
N (-5.679, 0.253, 0.934)
O (-6.862, 0.425, 1.057)
O (-4.975, 1.115, 0.460)
O (-5.157, -0.804, 1.176)
Br (2.565, -1.937, -2.852)
C (1.400, -2.639, -1.414)
C (0.207, -3.407, -1.990)
Br (-0.508, -4.396, -0.460)
H (1.147, -1.808, -0.756)
H (2.088, -3.317, -0.907)
H (0.581, -4.107, -2.737)
H (-0.555, -2.723, -2.362)
Br (4.038, 1.644, -3.175)
C (2.253, 1.689, -4.032)
C (1.345, 1.656, -2.795)
Br (-0.535, 1.749, -3.614)
H (2.191, 0.842, -4.715)
H (2.129, 2.594, -4.626)
H (1.367, 2.507, -2.114)
H (1.344, 0.702, -2.268)
Br (2.437, -2.976, 2.016)
C (1.938, -1.110, 2.125)
C (2.889, -0.311, 1.238)
Br (2.384, 1.590, 1.248)
H (1.785, -0.738, 3.138)
H (0.932, -1.091, 1.704)
H (2.886, -0.677, 0.211)
H (3.946, -0.342, 1.504)
Br (-0.914, 0.135, 4.215)
C (-0.760, 1.768, 3.069)
C (-2.060, 2.543, 3.203)
Br (-2.078, 4.288, 2.130)
H (-0.554, 1.418, 2.057)
H (0.094, 2.261, 3.534)
H (-2.400, 2.800, 4.206)
H (-2.788, 1.930, 2.672)

HOMO energy (alpha / beta)	-0.2162 / -0.1893	Eh
LUMO (alpha / beta)	2.29 / -1.11	eV
spin multiplicity	2
<S²>	0.76
DFT total energy	-584153.7253	eV
orbital gap (alpha / beta)	8.2 / 4.0	eV
total charge	-1
molar mass	875.456	u

=====

8.
DFT (ωB97M-V/def2-TZVPD) results for a cluster of 8 separate species, C8H16Cl16 in total in a non-equilibrium geometry.

Positions of all 40 atoms, in Å:
Cl (-3.361, -2.619, -0.557)
C (-2.895, -1.786, -2.037)
Cl (-4.113, -1.650, -3.278)
H (-2.705, -0.767, -1.697)
H (-1.983, -2.193, -2.483)
Cl (1.906, 3.170, -0.280)
C (2.110, 4.010, 1.312)
Cl (3.298, 5.261, 1.255)
H (1.099, 4.351, 1.513)
H (2.375, 3.253, 1.994)
Cl (1.053, -5.295, 3.389)
C (1.012, -4.276, 1.979)
Cl (2.235, -3.033, 2.047)
H (1.109, -4.925, 1.081)
H (0.019, -3.790, 1.897)
Cl (0.168, 1.394, -3.562)
C (0.114, -0.209, -4.253)
Cl (-1.551, -0.716, -4.559)
H (0.633, -0.197, -5.187)
H (0.633, -0.915, -3.626)
Cl (-2.240, -2.567, 3.106)
C (-1.897, -1.419, 4.406)
Cl (-3.242, -0.333, 4.725)
H (-1.715, -1.944, 5.359)
H (-0.967, -0.949, 4.042)
Cl (4.381, 1.221, 1.356)
C (5.216, 0.337, 0.105)
Cl (5.060, -1.415, 0.190)
H (5.038, 0.735, -0.910)
H (6.287, 0.552, 0.233)
Cl (0.259, -1.317, -0.823)
C (-0.901, -0.276, 0.192)
Cl (-0.168, 0.651, 1.508)
H (-1.389, 0.383, -0.521)
H (-1.735, -0.862, 0.584)
Cl (-3.553, 2.270, -1.605)
C (-2.503, 3.646, -1.842)
Cl (-2.737, 4.741, -0.450)
H (-1.439, 3.310, -1.912)
H (-2.911, 4.164, -2.691)

HOMO energy	-0.3945	Eh
LUMO	0.27	eV
DFT total energy	-208913.8485	eV
relative energy (zero: lowest compared OMol25 entry of this formula, charge and spin)	0.967	eV
structure (SMILES)	ClCCl.ClCCl.ClCCl.ClCCl.ClCCl.ClCCl.ClCCl.ClCCl
orbital gap	11.0	eV
molar mass	679.464	u